[1]
The following is a quantum chemistry calculation of C30H36N4O2V as an isolated structure in a non-equilibrium geometry, from the Open Molecules 2025 dataset.

Positions of all 73 atoms, in Å:
V1 -1.668 0.502 0.483
C1 -4.973 -1.738 1.403
C2 -4.286 -0.599 0.739
O1 -3.038 -0.337 1.135
C3 -4.822 0.238 -0.195
C4 -4.225 1.478 -0.557
C5 -5.041 2.547 -1.198
N1 -2.978 1.736 -0.199
N2 -2.570 3.070 -0.164
C6 -1.600 3.168 0.692
O2 -1.179 2.063 1.333
C7 -0.904 4.428 0.956
C8 0.126 4.445 1.896
C9 0.802 5.627 2.150
C10 0.450 6.783 1.466
C11 -0.579 6.764 0.530
C12 -1.262 5.589 0.272
H1 -4.259 -2.397 1.889
H2 -5.555 -2.300 0.673
H3 -5.664 -1.359 2.159
H4 -5.840 0.063 -0.513
H5 -6.005 2.158 -1.512
H6 -4.506 2.967 -2.050
H7 -5.192 3.364 -0.491
H8 0.383 3.542 2.432
H9 1.595 5.652 2.885
H10 0.975 7.707 1.667
H11 -0.850 7.671 0.007
H12 -2.066 5.570 -0.452
C13 5.058 -0.365 -0.101
C14 4.408 0.997 -0.338
C15 4.979 1.612 -1.625
C16 4.714 1.923 0.853
C17 2.895 0.893 -0.450
C18 2.141 2.011 -0.825
C19 0.771 1.952 -0.849
N3 0.101 0.821 -0.574
C20 0.812 -0.294 -0.296
C21 2.188 -0.281 -0.190
C22 -0.016 -1.541 -0.289
C23 0.501 -2.815 -0.174
C24 -0.315 -3.918 -0.430
C25 -1.641 -3.648 -0.794
C26 -2.107 -2.356 -0.812
N4 -1.315 -1.306 -0.551
C27 0.173 -5.354 -0.315
C28 -0.264 -6.161 -1.546
C29 -0.477 -5.954 0.945
C30 1.694 -5.422 -0.185
H13 6.139 -0.237 -0.061
H14 4.843 -1.069 -0.908
H15 4.754 -0.811 0.849
H16 6.067 1.630 -1.556
H17 4.651 2.640 -1.778
H18 4.709 1.028 -2.507
H19 5.794 2.035 0.952
H20 4.330 1.513 1.790
H21 4.287 2.917 0.711
H22 2.618 2.948 -1.077
H23 0.178 2.824 -1.091
H24 2.715 -1.190 0.055
H25 1.544 -2.954 0.067
H26 -2.320 -4.448 -1.048
H27 -3.140 -2.136 -1.049
H28 -1.345 -6.281 -1.607
H29 0.163 -7.162 -1.482
H30 0.088 -5.708 -2.475
H31 -1.565 -5.973 0.863
H32 -0.205 -5.396 1.843
H33 -0.134 -6.981 1.071
H34 2.199 -4.952 -1.032
H35 2.003 -6.467 -0.161
H36 2.054 -4.966 0.740

Cartesian forces, eV/Å:
V 0.191 1.028 -0.711
C -0.116 -0.003 -0.047
C 0.912 0.132 0.268
O -1.508 -0.716 0.694
C -0.136 0.242 -0.309
C -0.295 -0.174 -0.008
C 0.001 -0.042 -0.025
N 0.492 0.359 0.062
N -0.184 -0.579 -0.135
C 0.354 -0.218 0.305
O -0.290 0.347 -0.111
C -0.078 -0.180 0.116
C 0.086 0.116 0.055
C -0.049 -0.063 -0.031
C 0.006 0.045 -0.001
C -0.013 0.002 -0.019
C 0.031 0.090 -0.008
H 0.039 0.018 -0.018
H -0.040 0.010 0.034
H 0.005 -0.005 0.002
H 0.002 0.010 -0.004
H 0.007 0.009 -0.007
H 0.002 0.011 0.005
H 0.000 0.000 0.021
H 0.000 0.005 -0.006
H -0.004 -0.008 -0.003
H -0.009 -0.006 -0.007
H 0.002 -0.003 0.003
H -0.001 -0.022 0.008
C 0.049 -0.034 0.020
C -0.107 -0.029 0.008
C 0.019 -0.004 -0.036
C 0.020 0.027 0.011
C 0.074 0.089 -0.002
C 0.048 0.026 0.013
C -0.154 -0.032 0.068
N 0.192 -0.232 0.044
C -0.065 -0.256 -0.226
C 0.080 0.023 -0.038
C 0.252 0.233 -0.173
C -0.011 -0.109 -0.106
C -0.045 -0.102 0.008
C 0.004 -0.023 0.006
C -0.008 0.095 0.077
N 0.265 -0.130 0.185
C -0.001 0.095 0.001
C 0.017 -0.011 -0.045
C -0.005 -0.023 0.018
C 0.052 -0.030 0.021
H -0.011 -0.016 0.005
H 0.003 0.028 -0.009
H -0.015 0.023 -0.006
H -0.012 0.002 0.003
H -0.013 -0.019 0.007
H 0.000 -0.012 0.024
H -0.012 -0.006 -0.002
H -0.004 -0.011 -0.020
H 0.007 -0.016 0.000
H 0.006 -0.024 0.006
H -0.016 0.002 0.009
H 0.002 0.008 -0.008
H -0.013 -0.001 -0.016
H 0.012 -0.001 0.008
H -0.003 0.006 0.004
H 0.012 0.025 0.004
H -0.009 0.008 0.005
H 0.012 0.005 0.026
H 0.017 0.011 0.007
H 0.004 0.000 -0.018
H -0.007 0.011 -0.006
H -0.018 -0.016 0.001
H 0.000 0.011 0.003
H -0.024 0.007 -0.009

⟨S²⟩: 0.794
Multiplicity: 2
Kohn-Sham gap (spin up / spin down): 0.22209 / 0.24543 Ha
Net charge: +2
Relative energy (zero: lowest compared OMol25 entry of this formula, charge and spin): 27.6 kcal/mol
HOMO (spin up / spin down): -14.027 / -14.059 eV

=====

[2]
The following is a quantum chemistry calculation of C6H14ClCuLuO2 as an isolated structure in a non-equilibrium geometry, from the Open Molecules 2025 dataset.

Positions of all 25 atoms, in Å:
Lu1 0.353 -0.514 -0.982
Cl1 1.374 -2.770 -0.927
C1 1.760 0.808 -2.163
C2 -0.820 -0.981 -2.958
H1 1.248 0.949 -3.137
H2 1.988 1.751 -1.689
H3 2.688 0.250 -2.327
H4 -0.477 -0.225 -3.700
H5 -1.912 -0.961 -2.912
H6 -0.515 -1.984 -3.306
Cu1 -1.200 0.225 1.283
C3 -2.339 -1.362 1.377
C4 -1.553 0.883 -0.488
H7 -3.227 -0.926 0.878
H8 -2.057 -2.324 0.925
H9 -2.470 -1.427 2.468
H10 -2.638 0.744 -0.648
H11 -1.262 1.956 -0.563
C5 2.018 1.074 3.161
C6 1.079 0.599 2.090
O1 0.119 -0.135 2.562
O2 1.147 0.880 0.835
H12 2.953 0.548 2.990
H13 1.507 0.810 4.092
H14 2.234 2.131 3.139

Cartesian forces, eV/Å:
Lu -1.477 0.965 -0.233
Cl 0.569 -1.017 0.360
C 0.287 -0.034 -0.884
C 0.150 -0.333 -0.615
H 0.409 0.151 0.359
H 0.135 0.531 0.105
H 0.265 0.043 -0.171
H -0.280 -0.386 0.202
H -0.090 0.061 0.022
H -0.034 0.081 -0.260
Cu -1.199 0.293 -1.214
C -1.057 -0.032 -0.134
C -0.302 0.213 0.389
H 0.111 -0.631 0.338
H 0.043 0.320 0.167
H -0.194 -0.325 -0.155
H 0.335 0.209 -0.413
H -0.285 -0.063 0.062
C -0.007 -0.144 -0.144
C -2.040 -0.771 -1.380
O 2.679 0.865 0.825
O 1.167 -0.260 2.710
H 0.243 -0.141 0.379
H 0.616 0.007 -0.055
H -0.045 0.397 -0.260

⟨S²⟩: 0.757
Multiplicity: 2
Kohn-Sham gap (spin up / spin down): 0.16858 / 0.17405 Ha
Net charge: -2
HOMO (spin up / spin down): 0.842 / 0.667 eV

=====

[3]
The following is a quantum chemistry calculation of C24H24CuN4O5S as an isolated structure in a non-equilibrium geometry, from the Open Molecules 2025 dataset.

Positions of all 59 atoms, in Å:
Cu1 -0.299 2.175 0.720
C1 -1.014 0.517 -3.175
C2 -0.866 1.257 -1.887
N1 -0.305 0.814 -0.744
N2 -0.586 -0.542 -0.404
C3 -1.639 -0.644 0.501
O1 -2.112 0.383 0.980
C4 -2.157 -1.996 0.835
C5 -2.916 -1.999 1.999
C6 -3.593 -3.125 2.441
C7 -3.287 -4.369 1.881
C8 -2.459 -4.385 0.740
C9 -2.003 -3.203 0.152
C10 -1.124 2.672 -1.793
C11 -1.756 3.376 -2.796
C12 -1.888 4.762 -2.711
C13 -1.407 5.425 -1.591
C14 -0.832 4.635 -0.565
N3 -0.736 3.337 -0.626
H1 -1.317 -0.495 -2.998
H2 -0.117 0.547 -3.833
H3 -1.797 0.942 -3.813
H4 -2.997 -1.052 2.544
H5 -4.346 -2.999 3.217
H6 -3.629 -5.298 2.269
H7 -2.185 -5.345 0.302
H8 -1.571 -3.242 -0.862
H9 -2.143 2.817 -3.675
H10 -2.332 5.357 -3.515
H11 -1.422 6.506 -1.466
H12 -0.410 5.111 0.295
C15 2.650 -0.652 -3.835
C16 2.231 -0.839 -2.390
C17 1.104 -1.483 -2.012
C18 0.599 -1.531 -0.630
C19 1.698 -1.268 0.316
C20 2.851 -0.607 -0.038
C21 3.063 -0.304 -1.390
S1 1.609 -2.058 1.952
O2 0.499 -2.976 1.934
O3 2.933 -2.583 2.210
N4 1.271 -0.954 3.094
C22 2.287 -0.195 3.835
C23 2.043 1.360 3.929
C24 1.428 2.018 2.654
O4 2.033 2.863 2.023
O5 0.238 1.622 2.414
H13 1.941 -1.170 -4.526
H14 3.656 -1.067 -4.006
H15 2.634 0.429 -4.037
H16 0.533 -1.928 -2.801
H17 0.144 -2.500 -0.480
H18 3.594 -0.351 0.709
H19 3.878 0.337 -1.641
H20 0.349 -0.513 3.095
H21 3.263 -0.420 3.414
H22 2.346 -0.569 4.882
H23 3.004 1.870 4.100
H24 1.365 1.527 4.805

Cartesian forces, eV/Å:
Cu 0.264 -0.171 1.232
C -0.899 0.269 -0.650
C 2.356 -1.316 2.568
N -2.117 -0.404 -2.257
N 1.160 -0.749 -1.631
C 0.793 0.645 -0.310
O -0.162 -0.732 -0.399
C -0.295 -0.278 0.522
C -0.432 0.458 0.328
C 0.097 -0.396 0.152
C 0.894 1.236 -1.035
C -0.293 0.027 0.176
C -0.004 -0.188 -0.411
C 0.115 2.477 0.445
C -0.183 -0.464 -0.961
C -0.097 0.896 0.272
C 0.397 -0.848 0.151
C -0.457 1.176 -1.065
N -0.655 -0.704 -2.360
H 0.133 -0.660 0.115
H -0.210 -0.005 0.915
H 0.025 -0.034 0.321
H -0.188 -0.404 -0.308
H 0.394 -0.267 0.098
H -0.446 -0.424 0.314
H -0.209 0.277 -0.051
H -0.077 -0.033 0.740
H 0.425 0.765 0.698
H 0.045 -0.442 0.207
H -0.144 -0.264 -0.174
H 0.020 0.103 0.544
C -0.579 -0.544 -0.037
C -0.043 -0.081 -0.256
C 0.131 0.452 -1.004
C -0.979 0.302 0.297
C 0.708 -0.298 1.384
C -0.772 -0.254 0.058
C 0.069 0.351 0.829
S 0.330 -0.228 0.348
O 0.121 0.495 -0.470
O -0.591 0.719 -0.098
N 0.108 0.399 0.293
C 0.266 0.465 0.603
C -0.208 -0.287 -0.204
C -0.063 -0.696 1.665
O 0.732 0.458 -0.531
O -0.202 -0.648 0.652
H 0.525 0.453 0.478
H -0.342 0.336 0.005
H 0.193 -0.294 -0.217
H -0.547 -0.294 -0.167
H 0.137 -0.102 0.451
H -0.055 -0.076 -0.057
H 0.553 0.195 -0.263
H 0.264 -0.276 -0.410
H 0.003 0.085 -0.225
H -0.164 0.083 -0.644
H -0.328 -0.353 0.185
H 0.483 0.093 -0.851

⟨S²⟩: 0.792
Multiplicity: 2
Kohn-Sham gap (spin up / spin down): 0.21901 / 0.21149 Ha
Relative energy (zero: lowest compared OMol25 entry of this formula, charge and spin): 61.6 kcal/mol
HOMO (spin up / spin down): -7.241 / -7.251 eV